Density functional theory data (ωB97M-V/def2-TZVPD) for a molecular structure, C11H13IrN3O5P at a distorted geometry.

```
34
Properties=species:S:1:pos:R:3
O -1.3158 4.8765 2.2022
C -1.3001 3.7904 1.7918
Ir -0.6207 1.2254 -2.4490
O -3.2461 1.3537 -0.7823
C -2.2819 1.2292 -1.4010
C -1.1715 -0.2074 -3.6330
O -1.4779 -1.0951 -4.3124
C 1.1555 1.3344 -3.3081
O 2.1847 1.4607 -3.8229
C -1.2170 2.9631 -3.1499
O -1.5967 4.0172 -3.4400
H -1.1069 3.1161 0.8113
C -0.4511 -2.1625 1.8332
N 0.1575 -2.4755 0.5196
C 1.6313 -2.3263 0.6055
N 2.0389 -0.9917 1.0977
C 1.3880 -0.7144 2.3972
N -0.0917 -0.8018 2.3004
C -0.6667 0.2523 1.4442
P 0.0082 0.1459 -0.3298
C -0.4127 -1.6600 -0.5507
C 1.7970 0.0614 0.1094
H -0.0739 -2.8975 2.5645
H -1.5444 -2.2391 1.7495
H 2.0678 -2.5002 -0.3881
H 2.0033 -3.0839 1.3114
H 1.6629 0.2957 2.7343
H 1.7323 -1.4699 3.1271
H -1.7625 0.1340 1.4376
H -0.4367 1.2306 1.8899
H -0.0163 -1.9865 -1.5200
H -1.5076 -1.7706 -0.5535
H 2.1042 1.0347 0.5221
H 2.3666 -0.1391 -0.8083
```

spin multiplicity = 5
E_LUMO (spin up / spin down) = -6.9 / -10.7 eV
frontier orbital gap (spin up / spin down) = 0.2239 / 0.2014 hartree
energy above the lowest of the compared OMol25 structures with the same formula, charge and spin = 0.436 eV
charge = +2
HOMO (spin up / spin down) = -0.4778 / -0.5956 Eh
max |F| = 5.7 eV Å⁻¹